20
Properties=species:S:1:pos:R:3:forces:R:3:nbo_charge:R:1 method="wB97M-V/def2-TZVPD" gap_ev=4.5308 e_tot_ev=-8362.968 total_charge=+1 lumo_ha=-0.327 homo_energy_ha=-0.493
N 0.46317 0.06716 1.41664 -1.66 0.52 -1.34 -0.646
C 0.29751 -0.12570 -0.01265 1.48 -0.86 1.91 -0.060
C 1.41760 0.42801 -0.83449 0.49 0.54 -0.56 -0.467
C 2.74945 -0.25126 -0.63320 -0.47 -0.62 0.81 -0.166
C 2.97561 -1.20880 0.27760 0.60 0.62 -0.86 -0.345
C -1.13467 0.32174 -0.44941 -0.28 -1.56 -0.54 -0.343
N -2.02343 -0.27955 0.42237 0.26 1.80 -0.40 -0.140
H 0.65302 1.03819 1.66042 0.44 -0.16 0.11 0.385
H 0.25282 -1.21692 -0.14575 0.06 0.12 -0.22 0.245
H -0.42270 -0.20640 1.85153 0.48 -0.26 0.54 0.398
H -5.79115 0.60217 0.42637 0.56 -0.15 0.01 -0.047
H 1.17577 0.30625 -1.90146 -0.08 0.24 0.11 0.246
H 1.54711 1.50645 -0.64894 -0.22 -0.08 -0.11 0.231
H 3.54316 0.07010 -1.29084 0.02 0.00 -0.18 0.229
H 2.21854 -1.51662 0.96764 -0.15 -0.33 0.25 0.202
H 3.96445 -1.66430 0.32304 -0.31 0.08 0.19 0.229
H -1.31074 0.07003 -1.52297 -0.71 0.55 0.27 0.266
H -1.10857 1.42424 -0.37860 0.13 0.11 0.20 0.364
H -6.49321 0.78834 0.42948 -0.55 0.15 -0.01 0.047
H -2.97372 -0.15312 0.04322 -0.07 -0.69 -0.16 0.369

***

20
Properties=species:S:1:pos:R:3:forces:R:3:nbo_charge:R:1 method="wB97M-V/def2-TZVPD" gap_ev=10.9828 e_tot_ev=-8368.617 total_charge=+1 lumo_ha=-0.106 homo_energy_ha=-0.510
C 0.87129 -0.27277 2.95531 -0.26 -0.09 0.62 -0.448
C -1.13841 0.34438 1.89148 0.04 -0.12 -0.03 0.037
N 0.08060 0.04076 1.77786 0.47 0.03 -0.22 -0.459
H 0.23633 -0.40493 3.83567 0.06 -0.02 -0.02 0.211
H 1.55645 0.54888 3.16314 0.02 0.04 -0.12 0.228
H 1.46267 -1.17631 2.81878 -0.04 -0.03 -0.18 0.218
H -1.67768 0.66332 1.00803 -0.15 -0.09 -0.02 0.196
H -1.66016 0.28558 2.84638 0.01 0.15 0.02 0.185
C -1.46372 0.06460 -2.97655 -0.08 0.24 -0.04 -0.649
C -0.54994 -0.33253 -1.86384 0.36 -0.14 -0.15 -0.136
C 0.55818 0.32391 -1.55447 -0.39 -0.08 -0.70 -0.095
N 1.45908 -0.12042 -0.49662 -0.20 -0.18 0.26 -0.745
H -1.15107 0.98020 -3.47732 0.09 0.06 0.16 0.228
H -1.51956 -0.70134 -3.74935 -0.01 -0.19 0.14 0.246
H -2.47204 0.22010 -2.59087 -0.04 -0.05 -0.05 0.239
H -0.78640 -1.25775 -1.34324 -0.08 0.07 0.14 0.209
H 0.88423 1.17513 -2.13524 0.08 0.15 0.26 0.226
H 0.90708 -0.06617 0.50648 0.03 0.40 -0.11 0.454
H 1.72287 -1.08886 -0.62897 0.08 -0.33 -0.13 0.424
H 2.32357 0.41032 -0.50792 0.02 0.18 0.18 0.431

***

20
Properties=species:S:1:pos:R:3:forces:R:3:nbo_charge:R:1 method="wB97M-V/def2-TZVPD" gap_ev=9.4731 e_tot_ev=-8368.592 total_charge=+1 lumo_ha=-0.114 homo_energy_ha=-0.462
C -1.71260 -0.48390 -0.05454 -0.47 -0.31 0.40 -0.677
C -0.61296 -1.50516 -0.02520 -0.17 0.34 0.01 0.218
C 0.12651 -1.79669 -1.10436 0.19 -0.54 0.05 -0.590
N -0.33152 -1.98697 1.24630 0.07 0.13 -0.18 -0.824
H -1.57970 0.24058 0.75302 0.17 0.12 -0.12 0.218
H -2.67724 -0.93993 0.17736 -0.03 -0.15 -0.12 0.250
H -1.80368 0.02094 -1.00690 0.06 0.04 -0.16 0.237
H 0.90658 -2.54717 -1.02677 -0.01 -0.01 -0.06 0.215
H -0.21883 -1.56565 -2.09707 0.10 0.49 -0.10 0.235
H -1.16859 -2.19138 1.77484 0.16 0.07 0.24 0.397
H 0.32901 -2.75083 1.25875 -0.14 -0.13 0.08 0.391
C 0.80877 2.02417 -0.55290 0.46 -0.19 0.04 -0.069
C 0.34337 3.03026 0.14775 -0.08 0.06 0.13 -0.330
N 1.36044 0.83359 0.12448 0.28 0.00 0.00 -0.727
H 0.93842 1.96454 -1.62436 -0.19 0.11 0.01 0.238
H -0.01079 3.92600 -0.33870 -0.06 -0.01 -0.05 0.251
H 0.30628 2.99841 1.23272 -0.02 0.05 -0.08 0.217
H 1.21286 0.85584 1.13422 -0.21 -0.04 -0.01 0.440
H 0.95669 -0.05899 -0.26551 -0.13 -0.05 0.01 0.471
H 2.37311 0.77992 -0.01031 0.00 0.02 -0.10 0.439

***

20
Properties=species:S:1:pos:R:3:forces:R:3:nbo_charge:R:1 method="wB97M-V/def2-TZVPD" gap_ev=7.4307 e_tot_ev=-8369.142 total_charge=+1 lumo_ha=-0.132 homo_energy_ha=-0.405
C 1.24957 -0.70237 0.78439 0.39 0.52 0.46 -0.197
C 0.71118 0.51985 0.02307 -0.22 -1.11 0.44 -0.425
C -0.68966 0.32762 -0.47428 -0.34 -0.18 0.06 -0.156
C -1.73801 0.74983 0.25099 -0.20 0.32 -0.18 0.054
N -3.03714 0.72666 -0.17087 0.07 -0.54 -0.26 -0.803
C -0.88287 -0.44031 -1.75793 -0.23 -0.15 0.40 -0.651
N 2.69741 -0.37445 1.20502 -0.60 0.26 -0.21 -0.678
H 0.70993 -0.80412 1.72592 -0.04 -0.29 -0.13 0.224
H 1.32275 -1.65100 0.26982 -0.30 -0.04 -0.33 0.227
H 0.75185 1.32613 0.76100 0.12 0.36 -0.40 0.214
H 1.35177 0.66842 -0.84420 0.25 0.51 0.01 0.213
H -1.60227 1.15788 1.23956 0.14 0.41 0.10 0.191
H -3.80447 1.14064 0.32517 0.24 -0.07 0.21 0.409
H -3.27031 0.14766 -0.95819 -0.15 0.15 -0.03 0.393
H -1.54597 0.02538 -2.48571 0.02 0.33 0.01 0.232
H 0.07050 -0.60563 -2.24112 0.18 -0.15 -0.25 0.212
H -1.33947 -1.41181 -1.53190 0.17 -0.06 -0.16 0.219
H 2.65859 0.41923 1.84411 0.21 -0.10 0.23 0.438
H 3.15979 -1.16994 1.63965 0.16 0.07 0.09 0.446
H 3.22684 -0.04968 0.39551 0.14 -0.22 -0.07 0.438

***

20
Properties=species:S:1:pos:R:3:forces:R:3:nbo_charge:R:1 method="wB97M-V/def2-TZVPD" gap_ev=9.3909 e_tot_ev=-8367.812 smiles="C=CC[C@H](N)C[NH3+]" total_charge=+1 lumo_ha=-0.128 homo_energy_ha=-0.473
N 0.95446 -0.32556 -1.84969 0.94 -3.16 -0.65 -0.903
C 0.50200 -0.37728 -0.45810 1.69 0.02 0.33 -0.067
C 1.22405 0.73157 0.38707 0.57 0.61 1.00 -0.462
C 0.26283 1.22485 1.42422 -1.19 1.61 1.53 -0.215
C 0.11115 0.98044 2.74937 0.53 0.23 -2.34 -0.365
C -1.04106 -0.64375 -0.17516 -0.52 2.26 -0.40 -0.246
N -1.71464 -1.18971 -1.42829 2.34 -2.34 0.60 -0.694
H -0.97060 -1.19613 -2.16677 0.01 0.34 0.16 0.467
H 1.79620 -1.00983 -1.87448 -1.99 1.99 -0.65 0.406
H 1.11940 0.49502 -2.44325 -0.19 -0.12 1.19 0.409
H 0.96327 -1.29937 -0.10217 -0.14 -0.10 0.02 0.211
H 1.56561 1.62065 -0.26352 -0.76 -1.44 0.82 0.238
H 2.19044 0.39684 0.93821 -1.64 -0.01 -1.25 0.245
H -0.46311 1.99195 1.05068 0.75 -0.52 0.18 0.191
H 0.66125 0.24145 3.28261 0.58 -0.36 0.36 0.199
H -0.56995 1.59467 3.29622 -0.52 0.00 0.29 0.216
H -1.25361 -1.20234 0.75913 0.35 -0.16 -1.00 0.263
H -1.63092 0.27937 -0.05903 0.70 -0.03 0.33 0.224
H -1.97827 -2.18250 -1.30864 -0.31 0.68 -0.16 0.445
H -2.46228 -0.61778 -1.72753 -1.19 0.49 -0.34 0.439

***

20
Properties=species:S:1:pos:R:3:forces:R:3:nbo_charge:R:1 method="wB97M-V/def2-TZVPD" gap_ev=9.0845 e_tot_ev=-8366.824 smiles="C=[N+](C)CN(C)C" total_charge=+1 lumo_ha=-0.154 homo_energy_ha=-0.488
C -0.20744 0.10435 -0.69086 -0.19 -1.08 -2.39 -0.039
C -1.31917 -0.97533 1.00114 -2.09 -1.96 2.12 0.102
C -2.37167 0.95616 0.07769 0.00 4.79 0.82 -0.462
C 2.07637 -1.10173 -0.46186 -3.16 -0.06 -0.88 -0.388
C 1.36147 0.91654 0.79881 0.11 2.45 -2.62 -0.424
N -1.44042 -0.05972 0.20655 1.79 0.23 -2.85 -0.226
N 0.94081 -0.22167 -0.00889 1.35 0.48 -0.21 -0.482
H -0.36934 -0.47742 -1.63178 -0.05 0.15 0.84 0.239
H -0.33231 1.12772 -0.94605 0.44 1.05 -0.55 0.183
H -2.14973 -1.10195 1.66663 0.03 -0.66 0.71 0.220
H -0.44941 -1.55853 0.85781 0.73 -0.79 0.68 0.242
H -2.26421 1.49368 -0.89574 -0.23 -0.88 0.57 0.250
H -3.42124 0.84756 0.30911 -0.01 -0.84 0.19 0.268
H -1.92149 1.74760 0.81735 -1.22 -0.96 -1.16 0.250
H 2.40570 -0.83318 -1.45538 0.02 -0.07 -0.44 0.206
H 2.85086 -0.83508 0.19090 1.16 -0.48 1.08 0.223
H 1.67884 -2.14712 -0.43343 1.06 0.69 0.06 0.210
H 0.57859 1.73536 0.58711 0.98 -1.17 1.59 0.193
H 1.50673 0.52013 1.75572 0.17 0.52 1.89 0.216
H 2.27959 1.50174 0.40888 -0.89 -1.43 0.55 0.218

***

20
Properties=species:S:1:pos:R:3:forces:R:3:nbo_charge:R:1 method="wB97M-V/def2-TZVPD" gap_ev=10.9604 e_tot_ev=-8364.925 total_charge=+1 lumo_ha=-0.126 homo_energy_ha=-0.529
C 2.17518 0.30706 0.30511 0.14 1.04 -1.01 -0.346
C 0.99509 -0.21292 0.56450 0.68 -1.26 1.30 -0.099
C -0.65430 2.01167 0.01101 1.16 -0.64 -2.42 -0.421
C -1.51389 -0.91580 1.02959 2.12 4.86 -3.50 -0.239
C 0.02531 -1.48530 -1.07668 -4.68 -3.80 2.22 -0.405
N -0.66287 0.86286 -0.87133 0.40 -1.57 -0.83 -0.426
N -0.27937 -0.32591 -0.21240 -0.01 -0.90 3.46 -0.119
H 3.05237 0.05115 0.90219 -0.56 0.09 0.14 0.251
H 2.38553 1.01535 -0.48531 -0.09 -0.03 -0.28 0.212
H 1.07746 -0.87218 1.42429 -0.94 -0.22 -0.06 0.219
H -1.37384 1.76974 0.68560 -2.31 0.40 2.09 0.199
H 0.24289 2.30161 0.46189 1.71 -0.25 0.97 0.202
H -0.81983 2.79772 -0.65805 -1.27 1.50 -0.59 0.241
H -2.33688 -0.74192 0.39022 -1.25 -0.52 -0.13 0.234
H -1.05369 -1.79922 1.14915 0.73 -3.30 0.89 0.203
H -1.33162 -0.14169 1.73825 -0.30 0.02 0.96 0.219
H 0.32044 -2.32695 -0.33685 0.29 1.51 -1.60 0.241
H -0.89988 -2.00572 -1.60544 1.58 1.80 0.89 0.252
H 0.71039 -1.14522 -1.72645 2.73 0.42 -2.43 0.213
H -0.05849 0.85566 -1.68929 -0.11 0.85 -0.07 0.370

***

20
Properties=species:S:1:pos:R:3:forces:R:3:nbo_charge:R:1 method="wB97M-V/def2-TZVPD" gap_ev="8.9318 / 8.2815" e_tot_ev=-8364.466 total_charge=+1 lumo_ha="-0.121 / -0.149" homo_energy_ha="-0.449 / -0.453"
C -0.82242 -1.15826 -1.01409 -2.18 -1.11 0.25 -0.501
C -1.65179 0.12794 -0.73826 3.89 -1.93 -0.02 -0.184
C -0.03117 -0.86118 0.19912 0.83 -0.02 1.27 0.377
C 2.27196 0.27197 -0.83609 -0.28 -2.13 0.27 -0.508
C -0.57602 1.62231 1.01914 0.95 -1.40 -2.04 -0.396
N 0.37296 -1.84016 1.17438 -0.90 3.51 -0.04 -0.827
N -1.06390 0.24014 0.61710 0.58 -1.13 1.92 -0.409
H -1.49268 -2.06751 -0.82998 1.02 0.90 -0.53 0.234
H -0.32214 -1.18376 -1.96351 0.16 -0.29 -0.33 0.254
H -1.23649 0.89717 -1.28718 0.71 1.73 -1.19 0.209
H -2.63622 0.11279 -0.88729 -4.05 -0.18 0.14 0.232
H 1.69417 0.65338 -1.67246 0.38 0.17 0.27 0.187
H 2.81897 -0.70878 -0.92047 -0.76 1.24 -0.20 0.194
H 2.41889 0.75296 0.11023 0.02 0.62 -0.06 0.174
H -1.28048 1.92095 1.73750 -0.20 0.94 1.36 0.230
H 0.52739 1.55685 1.24817 -1.52 0.32 0.14 0.247
H -0.75880 2.16316 0.08303 0.53 0.51 0.63 0.224
H 0.96867 -2.50513 0.67988 0.28 0.15 0.93 0.422
H 0.72276 -1.27618 2.02871 0.03 -2.08 -1.82 0.406
H -1.67781 -0.12636 1.38738 0.50 0.18 -0.95 0.435

***

20
Properties=species:S:1:pos:R:3:forces:R:3:mulliken_spin:R:1 method="wB97M-V/def2-TZVPD" gap_ev="11.2883 / 7.5955" multiplicity=2 e_tot_ev=-8355.173 total_charge=+2 lumo_ha="-0.323 / -0.459" homo_energy_ha="-0.738 / -0.738"
C -2.54436 0.47742 1.69255 0.66 0.25 0.48 0.081
C -1.77926 -1.44718 0.41894 0.87 -0.73 0.60 -0.048
N -1.55720 -0.49827 1.18607 -2.33 0.13 -0.62 0.796
H -2.08516 1.11879 2.44470 -0.07 0.08 -0.01 0.018
H -3.34770 -0.08824 2.17149 0.17 -0.16 0.11 0.028
H -2.92106 1.05491 0.85029 0.22 0.12 -0.06 0.006
H -1.01344 -2.16850 0.12860 0.05 0.10 -0.18 0.046
H -2.82992 -1.64805 0.16151 0.01 0.03 -0.22 0.070
C 1.73000 -0.87059 -1.92918 0.50 -0.09 0.31 0.000
C 1.34876 0.49508 -1.37941 -0.53 -0.71 -0.42 -0.001
C 1.22946 1.39410 0.89594 0.41 -0.21 -0.32 -0.003
N 1.72673 0.58007 0.05162 0.03 0.46 0.27 0.006
H 2.79791 -1.06726 -1.81792 0.04 0.09 -0.15 0.000
H 1.21422 -1.66489 -1.38640 -0.09 0.00 -0.04 0.000
H 1.48044 -0.96031 -2.98215 -0.04 0.12 -0.04 0.000
H 1.75400 1.33232 -1.94389 0.26 0.01 0.17 0.000
H 0.25962 0.54630 -1.41590 0.01 0.43 0.09 0.000
H 1.53553 1.30916 1.93291 0.03 0.29 0.00 0.001
H 0.54086 2.15041 0.53278 -0.15 -0.05 0.20 -0.001
H 2.46059 -0.04526 0.38745 -0.06 -0.15 -0.16 0.000

***

21
Properties=species:S:1:pos:R:3:forces:R:3:nbo_charge:R:1 method="wB97M-V/def2-TZVPD" gap_ev="5.3510 / 5.0068" e_tot_ev=-10417.889 total_charge=-1 lumo_ha="0.143 / 0.141" homo_energy_ha="-0.054 / -0.043"
C -0.64581 -1.28545 -1.16521 5.15 1.11 2.42 -0.667
C -0.78912 -1.39217 1.45306 -0.03 0.29 0.16 -0.673
C -0.91852 0.86950 0.11839 -0.77 -2.07 1.39 -0.663
C 2.44402 -1.11984 -0.21105 -2.88 1.82 -0.14 -0.477
C -0.40268 -0.57674 0.22596 -0.77 -0.03 -2.20 -0.009
N 2.21807 1.21507 -0.13084 -1.98 2.19 3.33 -0.037
N 1.76078 0.07899 0.45486 1.46 -0.82 -1.03 -0.318
O 2.68025 1.52274 -1.31863 -0.42 -0.75 -0.03 -0.688
H -1.63549 -1.27147 -1.23817 -4.45 -0.60 -1.10 0.172
H -0.13348 -0.69781 -1.94083 -0.35 -0.14 0.07 0.208
H -0.15119 -2.25367 -1.10930 -0.52 -0.39 -0.36 0.184
H -0.53700 -2.46574 1.46772 0.63 0.30 -0.56 0.191
H -1.87957 -1.50260 1.73098 0.41 0.80 -0.24 0.154
H -0.22646 -0.92789 2.28221 -0.46 -0.23 0.16 0.210
H -2.02499 1.00042 -0.11179 0.91 -0.23 0.15 0.151
H -0.72495 1.23454 1.11598 -0.12 0.90 0.36 0.195
H -0.32689 1.39683 -0.58743 0.46 0.63 -0.72 0.216
H 2.84593 -0.73200 -1.12199 -0.30 -0.24 -1.31 0.213
H 3.30249 -1.44849 0.26569 1.54 -0.72 1.83 0.166
H 1.65862 -1.89679 -0.28641 0.92 0.31 -0.23 0.190
H 1.70646 2.04429 0.45626 1.56 -2.13 -1.98 0.281

***

21
Properties=species:S:1:pos:R:3:forces:R:3:nbo_charge:R:1 method="wB97M-V/def2-TZVPD" gap_ev=6.1828 e_tot_ev=-10422.488 smiles=CN[C@H](CN)CC[O-] total_charge=-1 lumo_ha=0.141 homo_energy_ha=-0.086
C -2.41120 0.19404 0.22550 -0.65 0.05 0.49 -0.401
N -1.33384 0.88208 -0.44693 0.41 0.11 0.58 -0.620
C -0.00919 0.26820 -0.13230 -0.01 0.33 -0.41 -0.131
C 0.62363 -0.40964 -1.33152 0.17 -0.84 -0.52 -0.447
C 0.87482 -1.96246 -1.01087 -0.07 0.80 0.89 -0.005
O 1.09700 -2.22123 0.29757 0.08 0.09 -0.15 -0.966
C 0.90959 1.32872 0.45950 0.57 -0.32 -0.74 -0.221
N 0.62266 1.74717 1.81116 0.55 0.48 0.23 -0.863
H -2.31082 0.12665 1.32148 0.29 -0.07 -0.01 0.152
H -3.36491 0.70960 0.07474 -0.01 0.01 -0.30 0.168
H -2.51183 -0.82206 -0.13448 0.03 -0.23 -0.20 0.197
H -1.28859 1.80344 -0.02416 -0.18 0.15 -0.21 0.323
H -0.07589 -0.52648 0.62743 -0.18 0.00 -0.04 0.239
H 0.01263 -0.33559 -2.24269 -0.22 0.08 0.29 0.184
H 1.57148 0.04270 -1.63125 0.25 0.20 0.33 0.166
H 1.73987 -2.24229 -1.64661 -0.19 -0.28 -0.42 0.084
H -0.06223 -2.44188 -1.37600 0.08 -0.38 -0.37 0.064
H 0.98121 2.18470 -0.22121 -0.39 0.29 0.12 0.166
H 1.92699 0.93672 0.39815 -0.02 -0.25 0.38 0.202
H 0.54809 0.94972 2.42474 -0.29 0.05 0.04 0.367
H -0.13657 2.40164 1.91190 -0.21 -0.28 0.02 0.343

***

21
Properties=species:S:1:pos:R:3:forces:R:3:nbo_charge:R:1 method="wB97M-V/def2-TZVPD" gap_ev=4.4904 e_tot_ev=-10416.175 total_charge=-1 lumo_ha=0.071 homo_energy_ha=-0.094
C -0.58491 -0.40712 -0.02716 -0.74 0.13 0.26 -0.297
N 0.46159 -1.36866 0.05373 -2.01 -1.68 0.38 -0.362
C 0.15675 -2.48054 1.05514 0.43 1.36 0.86 0.095
O -0.82198 -2.37363 1.87759 -0.25 0.12 0.24 -0.778
C 0.03221 0.95130 -0.35310 0.65 -0.27 0.46 -0.082
C 1.36377 0.60958 -1.00389 0.44 -1.04 -0.23 -0.558
N -0.82031 1.77939 -1.04416 0.01 0.28 -0.90 -0.562
C -0.29906 3.09506 -1.23527 -0.20 0.93 1.25 -0.432
H -1.30612 -0.74185 -0.78246 0.09 0.13 -0.72 0.219
H -1.25464 -0.28994 0.83364 0.40 -0.39 0.42 0.212
H 0.41569 -0.22579 2.90737 0.07 -0.09 -0.02 0.027
H 1.15851 -2.68070 1.51722 -0.02 -0.43 -0.40 0.116
H -0.09664 -3.20134 0.24822 0.43 -0.38 -0.56 0.199
H 1.12500 -0.15510 2.68981 -0.03 0.07 0.07 -0.034
H 1.38773 -0.51866 -0.47706 1.16 1.14 -0.42 0.285
H 2.24394 1.18614 -0.73527 -0.09 0.48 -0.08 0.183
H 1.32470 0.39366 -2.07963 -0.04 0.02 0.06 0.188
H 0.39264 1.34292 0.63807 -0.21 0.39 -0.03 0.124
H 0.21547 3.49121 -0.32049 -0.07 -0.20 0.02 0.135
H -1.10768 3.81634 -1.41219 -0.06 -0.13 -0.21 0.167
H 0.45299 3.28682 -2.00763 0.03 -0.43 -0.44 0.154

***

| no. | largest force on an atom (Eh/bohr) |
| --- | --- |
| 1 | 0.0498 |
| 2 | 0.0156 |
| 3 | 0.0135 |
| 4 | 0.0236 |
| 5 | 0.0654 |
| 6 | 0.0946 |
| 7 | 0.1249 |
| 8 | 0.0845 |
| 9 | 0.0469 |
| 10 | 0.1128 |
| 11 | 0.0232 |
| 12 | 0.0514 |